1.
Here is a molecular structure, C4H2O3 from OMol25. Energies are from the ωB97M-V functional and the def2-TZVPD basis.

XYZ file:
```
9
C4H2O3 | OMol25 | the ωB97M-V functional and the def2-TZVPD basis
C 0.9201 -2.5973 0.1318
C 0.0499 -1.6130 0.5413
C -0.7216 0.5817 1.5178
C -0.2688 -0.0853 0.3477
O -1.1835 1.0295 2.4748
O -0.2153 -3.4530 0.2472
O -1.0867 -2.4143 0.6072
H 0.6962 0.4097 0.1521
H -1.0438 -0.1424 -0.4348
```

LUMO energy (spin up / spin down): -1.653 / -1.653 eV
E_HOMO (spin up / spin down): -7.9886 / -7.9874 eV
energy relative to the best compared isomer or geometry (same formula, charge and spin): 882.1 kJ/mol
maximum force: 3.99 eV/A
charge: 0
DFT total energy: -379.00462 Eh

***

2.
Here is C4H2O3 in the gas phase from OMol25. Energies are from the ωB97M-V functional and the def2-TZVPD basis.

XYZ file:
```
9
C4H2O3 | OMol25 | the ωB97M-V functional and the def2-TZVPD basis
C -0.7886 -0.4563 -0.5289
C 0.3679 -0.7947 0.0509
C -0.7138 0.9730 -0.2289
C 0.8349 0.5710 0.4673
O -1.3486 1.9629 -0.2941
O -1.0859 -1.8419 -0.7756
O 0.1562 -2.1484 -0.1471
H 0.8944 0.7628 1.5324
H 1.6836 0.9715 -0.0760
```

SMILES string: O=C1Cc2ooc21
LUMO energy: 0.421 eV
E_HOMO: -9.9454 eV
energy relative to the best compared isomer or geometry (same formula, charge and spin): 705.9 kJ/mol
maximum force: 2.52 eV/A
charge: 0
DFT total energy: -379.07174 Eh

***

3.
Here is a molecular structure, C4H2O6Sn from OMol25. Energies are from the ωB97M-V functional and the def2-TZVPD basis.

XYZ file:
```
13
C4H2O6Sn | OMol25 | the ωB97M-V functional and the def2-TZVPD basis
O 2.6843 1.1468 0.1942
C 2.0145 0.1509 -0.0316
O 2.3838 -0.9387 -0.4605
O 0.5875 0.2977 0.3141
Sn 4.1329 -0.0480 -0.5040
H 0.2240 -1.6742 -0.0631
O -2.5020 -1.3274 0.0235
O -2.2207 0.6359 0.4111
O -3.7380 0.1411 -1.2750
C -0.1573 -0.6972 0.2746
C -1.5674 -0.5535 0.7802
C -3.0464 -0.1377 -0.3661
H -1.5803 -0.7685 1.8631
```

LUMO energy: -11.382 eV
E_HOMO: -18.4987 eV
maximum force: 9.08 eV/A
charge: +2
DFT total energy: -818.55672 Eh

***

4.
Here is a molecular structure, C4H2OSn from OMol25. Energies are from the ωB97M-V functional and the def2-TZVPD basis.

XYZ file:
```
8
C4H2OSn | OMol25 | the ωB97M-V functional and the def2-TZVPD basis
C 1.4468 0.6926 1.3071
C 0.6323 0.2135 0.5429
H 2.3992 0.1971 1.6233
O -0.3129 0.5289 -2.2207
C -1.0320 0.3975 -1.2772
C -0.7561 0.0671 0.1166
H -1.5116 0.4980 0.7911
Sn -1.2017 -1.9201 0.3755
```

LUMO energy (spin up / spin down): -7.167 / -7.168 eV
E_HOMO (spin up / spin down): -12.4904 / -14.6495 eV
energy relative to the best compared isomer or geometry (same formula, charge and spin): 59.7 kJ/mol
maximum force: 3.94 eV/A
charge: +1
2S+1: 2
DFT total energy: -442.65539 Eh

***

5.
Here is 12 unconnected molecules or ions with the total composition C4H30NO11 from OMol25. Energies are from the ωB97M-V functional and the def2-TZVPD basis.

XYZ file:
```
46
C4H30NO11 | OMol25 | the ωB97M-V functional and the def2-TZVPD basis
C -0.2638 0.7039 2.1827
C -0.5986 -0.1810 1.0302
C -0.3036 0.0715 -0.2332
N -0.4013 -0.9910 -1.2092
C 0.5221 -1.4440 -1.9871
H -1.0401 0.6136 2.8969
H 0.6786 0.5475 2.6661
H -0.3189 1.8636 1.9388
H -1.0719 -1.1700 1.3514
H 0.0049 1.0948 -0.5191
H -1.1527 -1.6952 -0.9839
H 0.6104 -2.4082 -2.4915
H 1.3433 -0.7742 -2.3765
H 1.5710 3.0520 -2.2939
H 0.6975 2.6576 -3.5176
O 0.7703 3.3361 -2.8286
H -1.3984 -0.6849 -4.2354
H -1.5898 0.5782 -3.2934
O -0.9602 -0.0252 -3.6828
H 0.7887 -3.7632 2.1312
H 1.0312 -2.3902 2.8251
O 0.8402 -2.8077 1.9592
H 2.9725 -1.2502 3.3664
H 2.0344 -0.2733 4.0606
O 2.1791 -1.1996 3.8727
H -3.5290 -2.7294 -1.1263
H -2.7769 -2.5541 0.2143
O -2.6741 -2.6038 -0.7544
H 2.7196 -2.4285 -0.5423
H 1.8593 -2.1562 0.7400
O 2.2207 -1.7627 -0.0758
H 3.8112 0.7479 0.5604
H 2.5566 -0.0252 0.4562
O 2.8537 0.8659 0.4096
H 2.6236 1.5157 -1.1128
H 3.7669 1.6329 -2.3287
O 2.9515 1.9433 -1.9759
H -1.9804 3.7705 -1.1369
H -0.5793 3.1154 -1.1545
O -1.5006 2.9532 -0.9826
H -3.1000 0.0568 1.8747
H -2.8264 -0.3877 3.4040
O -2.9027 -0.6424 2.4949
H -2.8023 2.1836 -0.0558
H -4.2608 1.4754 0.0422
O -3.3755 1.5686 0.4207
```

LUMO energy: -3.263 eV
E_HOMO: -12.7498 eV
energy relative to the best compared isomer or geometry (same formula, charge and spin): 273.9 kJ/mol
maximum force: 3.77 eV/A
charge: +1
DFT total energy: -1052.51445 Eh

***

6.
Here is 12 unconnected molecules or ions with the total composition C4H30NO13S from OMol25. Energies are from the ωB97M-V functional and the def2-TZVPD basis.

XYZ file:
```
49
C4H30NO13S | OMol25 | the ωB97M-V functional and the def2-TZVPD basis
C -0.5625 1.8746 -2.4040
N 0.3223 1.8260 -1.2280
C -0.2905 1.6014 0.1211
C 0.8813 1.8300 1.0778
S 1.4784 3.4854 1.1666
C -0.7895 0.1091 0.2026
O -0.2034 -0.7473 -0.5194
O -1.7622 -0.1073 0.9391
H -0.0753 1.7952 -3.4238
H -0.8593 2.9549 -2.5162
H -1.3436 1.0601 -2.4782
H 0.9575 1.0423 -1.3421
H -1.0990 2.3214 0.0687
H 0.3844 1.6740 2.0546
H 1.7070 1.0583 1.1579
H 1.6869 3.6120 -0.0649
H 0.8793 -0.5355 -2.3658
H 1.5311 -1.9134 -2.6394
O 1.3296 -1.0581 -3.0257
H 1.0322 -3.4963 -0.3067
H 2.0323 -3.2028 0.8671
O 1.8361 -3.7940 0.1386
H 2.3627 1.6124 -2.8030
H 2.9452 0.3418 -3.4039
O 2.8982 1.2909 -3.5425
H 3.7938 0.2037 1.0529
H 2.8521 -0.5726 -0.0165
O 3.6642 -0.5705 0.5060
H -0.0842 -2.6844 -4.0695
H -1.1204 -3.1987 -3.1916
O -0.7162 -3.4222 -4.0610
H -1.3564 -3.6964 -1.3166
H -0.8567 -2.2248 -0.9084
O -0.6129 -3.0981 -1.3848
H -1.8784 -1.9601 1.1792
H -3.1653 -2.7236 0.8109
O -2.2780 -2.8532 1.1443
H -1.6630 0.2824 2.5047
H -2.0425 -0.3233 3.8532
O -1.6800 0.4838 3.4792
H 1.5445 -1.5264 2.2799
H 2.9026 -1.2899 1.6423
O 2.4733 -1.7000 2.4560
H -4.2886 -0.4245 1.4230
H -4.5511 1.0943 1.4998
O -4.7304 0.2545 1.9374
H -1.7138 3.6391 2.2781
H -2.4536 2.3145 2.2303
O -2.5879 3.2570 2.2013
```

LUMO energy: 2.358 eV
E_HOMO: -6.9699 eV
energy relative to the best compared isomer or geometry (same formula, charge and spin): 81.8 kJ/mol
maximum force: 3.89 eV/A
charge: -1
DFT total energy: -1601.56293 Eh